Entry 1:
{"formula": "C21H18NO9", "method": "ωB97M-V/def2-TZVPD", "total_energy_ha": -1542.772622, "orbital_gap_ev": 3.13, "max_force_ev_per_a": 1.94, "charge": -1, "elements": ["C", "C", "O", "O", "C", "N", "O", "H", "H", "H", "H", "H", "H", "C", "C", "C", "O", "C", "C", "C", "O", "H", "H", "H", "H", "C", "C", "C", "O", "C", "C", "C", "O", "H", "H", "H", "H", "C", "C", "C", "O", "C", "C", "C", "O", "H", "H", "H", "H"], "xyz": [[2.082, 0.806, 0.234], [1.508, 2.113, 0.694], [2.183, 3.121, 0.655], [0.278, 2.138, 1.196], [-0.858, 1.761, 0.225], [-0.995, 0.440, -0.126], [-1.143, -0.288, 1.143], [2.740, 0.422, 1.019], [1.320, 0.055, 0.033], [2.688, 0.977, -0.654], [-0.752, 2.355, -0.688], [-1.732, 2.148, 0.789], [-0.292, -0.298, 1.599], [-5.834, -0.634, 1.531], [-7.011, -0.301, 1.008], [-7.123, 0.765, -0.021], [-8.205, 1.064, -0.492], [-5.878, 1.442, -0.444], [-4.697, 1.114, 0.077], [-4.577, 0.049, 1.110], [-3.502, -0.236, 1.567], [-5.728, -1.408, 2.282], [-7.936, -0.782, 1.299], [-5.987, 2.213, -1.197], [-3.766, 1.586, -0.215], [1.561, -3.284, 4.581], [1.313, -4.590, 4.577], [0.549, -5.225, 3.472], [0.326, -6.420, 3.478], [0.077, -4.349, 2.377], [0.322, -3.041, 2.374], [1.085, -2.404, 3.478], [1.319, -1.217, 3.488], [2.114, -2.797, 5.375], [1.649, -5.249, 5.368], [-0.477, -4.834, 1.583], [-0.022, -2.381, 1.580], [4.439, 1.310, -5.726], [4.134, 0.699, -4.585], [4.125, 1.439, -3.297], [3.852, 0.891, -2.254], [4.462, 2.886, -3.332], [4.766, 3.494, -4.475], [4.779, 2.755, -5.761], [5.055, 3.309, -6.806], [4.454, 0.793, -6.678], [3.882, -0.353, -4.534], [4.441, 3.400, -2.379], [5.015, 4.546, -4.526]], "mulliken_charge": [0.038, 0.519, -0.664, -0.312, -0.298, -0.693, -0.227, 0.157, 0.221, -0.206, 0.243, 0.142, 0.194, -0.410, -0.376, 0.362, -0.600, -0.425, 0.039, 0.272, -0.457, 0.412, 0.373, 0.413, 0.320, -0.468, -0.381, 0.330, -0.579, -0.602, -0.144, 0.626, -0.505, 0.407, 0.389, 0.429, 0.549, -0.375, -0.363, 0.294, -0.537, -0.265, -0.338, 0.375, -0.567, 0.385, 0.423, 0.481, 0.397]}

---

Entry 2:
{"formula": "C21H18O3", "method": "ωB97M-V/def2-TZVPD", "total_energy_ha": -1036.651584, "orbital_gap_ev": 7.02, "smiles": "Cc1ccc2cc3c4c(ccc3c3c2c1C[C@H]3O)[C@H](O)[C@H](O)C=C4", "max_force_ev_per_a": 6.05, "charge": 0, "elements": ["C", "C", "C", "C", "C", "C", "C", "C", "C", "C", "C", "C", "C", "C", "C", "C", "C", "O", "C", "O", "C", "O", "C", "C", "H", "H", "H", "H", "H", "H", "H", "H", "H", "H", "H", "H", "H", "H", "H", "H", "H", "H"], "xyz": [[-2.147, 1.143, -5.300], [-1.572, 1.185, -3.876], [-0.580, 2.207, -3.703], [0.197, 2.264, -2.537], [-0.027, 1.354, -1.483], [0.732, 1.337, -0.329], [0.464, 0.355, 0.717], [1.111, 0.288, 1.924], [0.924, -0.747, 2.763], [-0.181, -1.657, 2.502], [-0.858, -1.590, 1.310], [-0.498, -0.598, 0.341], [-1.148, -0.623, -0.909], [-0.988, 0.358, -1.738], [-1.644, 0.159, -2.947], [-2.592, -0.994, -2.949], [-2.095, -1.537, -1.673], [-1.460, -2.820, -1.903], [1.769, -1.023, 4.019], [0.929, -0.838, 5.201], [3.063, -0.225, 4.164], [3.177, 0.118, 5.548], [2.991, 1.094, 3.376], [2.132, 1.304, 2.276], [-2.949, 0.470, -5.331], [-2.589, 2.117, -5.538], [-1.335, 0.877, -5.967], [-0.249, 2.828, -4.493], [0.921, 3.028, -2.606], [1.493, 2.074, -0.143], [-0.262, -2.435, 3.215], [-1.777, -2.171, 1.166], [-3.608, -0.534, -2.787], [-2.494, -1.774, -3.790], [-2.883, -1.794, -0.961], [-0.518, -2.679, -1.913], [2.129, -2.086, 3.871], [-0.025, -1.143, 5.044], [3.898, -0.904, 3.974], [2.457, -0.365, 6.044], [3.688, 1.814, 3.748], [2.404, 2.161, 1.676]], "mulliken_charge": [-1.693, 0.739, -0.781, -0.971, -0.291, -0.695, 0.166, 1.398, 0.760, -1.294, -1.327, 0.993, -0.246, 1.260, -0.462, -0.887, 0.276, -0.606, -0.043, -0.624, 0.247, -0.642, -1.026, -0.850, 0.461, 0.391, 0.352, 0.402, 0.452, 0.355, 0.569, 0.334, 0.249, 0.331, 0.401, 0.384, 0.182, 0.423, 0.266, 0.371, 0.416, 0.261]}

---

Entry 3:
{"formula": "C21H19B3F6HgNO25P", "method": "ωB97M-V/def2-TZVPD", "total_energy_ha": -3916.932513, "orbital_gap_ev": 7.51, "max_force_ev_per_a": 2.19, "charge": -2, "elements": ["Hg", "O", "C", "O", "B", "O", "C", "O", "O", "C", "O", "C", "O", "O", "O", "C", "O", "B", "O", "C", "O", "O", "C", "O", "C", "O", "O", "O", "C", "O", "B", "O", "C", "O", "O", "C", "O", "C", "O", "O", "P", "F", "F", "F", "F", "F", "F", "C", "C", "C", "C", "C", "C", "N", "O", "C", "C", "C", "H", "H", "H", "H", "H", "H", "H", "H", "H", "H", "H", "H", "H", "H", "H", "H", "H", "H", "H"], "xyz": [[-18.139, -16.501, -15.543], [-21.526, -23.823, -14.714], [-21.228, -23.077, -15.580], [-21.408, -21.767, -15.630], [-20.762, -21.190, -16.802], [-20.280, -22.358, -17.557], [-20.557, -23.486, -16.923], [-20.398, -24.592, -17.317], [-19.650, -20.209, -16.578], [-20.060, -19.044, -16.959], [-19.508, -17.980, -16.790], [-21.392, -19.184, -17.714], [-21.750, -20.441, -17.628], [-21.941, -18.321, -18.341], [-12.552, -16.167, -14.898], [-13.526, -16.092, -14.250], [-13.673, -16.291, -12.958], [-15.103, -16.176, -12.559], [-15.843, -16.093, -13.882], [-14.934, -15.887, -14.825], [-15.197, -15.585, -15.956], [-15.494, -17.298, -11.751], [-16.147, -16.853, -10.675], [-16.756, -17.471, -9.877], [-15.991, -15.308, -10.661], [-15.355, -14.953, -11.785], [-16.381, -14.551, -9.830], [-16.627, -18.169, -16.261], [-16.369, -19.100, -15.511], [-17.244, -19.756, -14.826], [-16.555, -20.814, -14.029], [-15.147, -20.782, -14.464], [-15.005, -19.786, -15.316], [-14.007, -19.481, -15.896], [-17.244, -22.104, -14.263], [-17.662, -22.602, -13.108], [-18.182, -23.655, -12.952], [-17.319, -21.595, -11.997], [-16.694, -20.579, -12.592], [-17.445, -21.756, -10.827], [-19.735, -17.320, -12.815], [-18.188, -17.472, -13.404], [-19.233, -16.050, -11.992], [-19.981, -16.316, -14.144], [-21.241, -17.079, -12.342], [-20.186, -18.532, -13.775], [-19.435, -18.329, -11.637], [-16.954, -16.696, -18.819], [-18.034, -15.656, -19.013], [-19.216, -16.232, -19.791], [-20.501, -15.427, -19.781], [-20.890, -15.002, -18.365], [-19.757, -14.258, -17.638], [-18.573, -15.117, -17.722], [-17.503, -14.633, -16.898], [-19.628, -12.834, -18.216], [-20.208, -14.151, -16.178], [-17.414, -14.478, -19.785], [-16.436, -16.879, -19.760], [-17.332, -17.654, -18.464], [-16.225, -16.358, -18.080], [-18.907, -16.381, -20.831], [-19.426, -17.224, -19.387], [-21.274, -16.046, -20.235], [-20.414, -14.496, -20.351], [-21.194, -15.879, -17.789], [-21.779, -14.375, -18.485], [-20.378, -12.200, -17.743], [-18.624, -12.416, -18.125], [-19.888, -12.757, -19.274], [-21.091, -13.524, -16.066], [-20.496, -15.132, -15.809], [-19.393, -13.714, -15.596], [-18.156, -13.711, -20.012], [-16.979, -14.789, -20.736], [-16.628, -13.921, -19.264], [-17.255, -13.739, -17.186]], "mulliken_charge": [3.310, -0.584, 0.616, -0.513, 1.146, -0.542, 0.652, -0.605, -0.524, -0.216, -0.307, 0.180, -0.597, -0.600, -0.604, 0.226, -0.543, 1.332, -0.279, 0.699, -0.568, -0.431, 0.546, -0.566, 0.576, -0.725, -0.623, -0.408, 0.007, -0.142, 1.337, -0.569, 0.268, -0.632, -0.611, 0.520, -0.612, 0.616, -0.444, -0.615, 1.454, -0.813, -0.386, -0.478, -0.366, -0.319, -0.358, -2.138, 1.375, -0.968, -0.705, -1.350, 1.272, 1.905, -0.372, -1.703, -2.358, -1.647, 0.529, 0.072, 0.405, 0.367, 0.109, 0.503, 0.377, 0.332, 0.343, 0.485, 0.208, 0.399, 0.645, 0.359, 0.371, 0.352, 0.438, 0.277, 0.215]}

---

Number 1: HOMO energy -2.7834 eV. Number 2: HOMO energy -7.4183 eV. Number 3: HOMO energy -5.1330 eV.